Below is one molecule with the formula C13H16NP at a distorted geometry, with properties calculated with ωB97M-V/def2-TZVPD.

Values from the calculation:
* net charge: 0
* multiplicity: 3
* HOMO energy (spin up / spin down): -5.4 / -8.1 eV
* energy above the lowest of the compared OMol25 structures with the same formula, charge and spin: 0.00 kJ/mol

Geometry (Å):
P -1.260 -1.665 0.802
N 0.335 -1.804 0.600
C 1.982 1.441 0.432
C 3.456 0.946 0.068
C -2.422 1.689 1.171
C -1.346 0.225 -0.969
C -0.475 0.890 0.018
C -2.930 0.484 -0.933
C -1.575 -3.222 -0.259
C -3.343 1.087 0.396
C 1.242 -0.910 0.383
C 2.645 -1.352 0.518
C 0.960 0.463 -0.106
C -0.914 1.608 1.095
C 3.611 -0.439 0.446
H -3.503 -0.430 -1.134
H 3.631 1.088 -0.952
H -3.149 1.187 -1.724
H 1.895 1.586 1.485
H -1.147 -4.158 0.207
H -0.294 2.252 1.688
H 4.085 1.750 0.503
H -0.906 -0.228 -1.751
H 4.673 -0.764 0.533
H -2.644 -3.302 -0.533
H 2.856 -2.354 1.078
H 1.915 2.495 -0.054
H 1.109 0.297 -1.148
H -1.009 -3.025 -1.201
H -2.773 2.222 2.058
H -4.406 1.429 0.533

Atomic partial charges in e from the Mulliken method, atoms 1 to 5:
1 P -0.02
2 N -0.47
3 C -1.15
4 C -0.86
5 C -0.21

Below is C19H17F5IrN2 as an isolated structure at a distorted geometry, with properties calculated with ωB97M-V/def2-TZVPD.

Values from the calculation:
* net charge: +2
* multiplicity: 6
* HOMO energy (spin up / spin down): -11.5 / -14.8 eV
* energy above the lowest of the compared OMol25 structures with the same formula, charge and spin: 286.55 kJ/mol

Geometry (Å):
Ir -0.311 -0.838 -0.827
F -0.146 1.120 1.818
F -0.795 -3.571 1.019
F -1.129 -3.944 3.614
F -0.450 0.678 4.430
F -0.951 -1.851 5.396
N 1.482 0.281 -0.531
N -0.907 1.220 -0.875
C 0.544 -2.514 -1.410
C -0.516 -1.181 1.270
C -0.810 -1.637 4.075
C 3.757 1.823 -0.096
C -0.223 3.527 -0.946
C 3.778 0.439 0.082
C -1.550 3.938 -0.980
C -2.543 2.960 -0.965
C 1.421 1.636 -0.667
C -0.562 -0.359 3.577
C 2.570 2.421 -0.496
C -0.737 -2.455 1.809
C 0.078 -1.485 -2.679
C -2.198 -1.451 -0.831
C -0.899 -2.692 3.172
C -0.418 -0.156 2.201
C 2.635 -0.312 -0.177
C -2.193 1.613 -0.926
C 0.081 2.161 -0.867
H -2.936 0.820 -0.936
H -0.566 -2.144 -3.274
H 2.619 -1.399 -0.099
H -1.799 4.996 -1.014
H 0.609 4.225 -0.959
H 2.476 3.491 -0.665
H 4.647 2.422 0.079
H 0.445 -2.322 -0.298
H -2.674 -1.159 -1.778
H -0.024 -3.432 -1.582
H 1.002 -1.229 -3.202
H -0.532 -0.540 -2.580
H -2.196 -2.546 -0.736
H -2.761 -1.029 0.011
H 1.615 -2.651 -1.578
H -3.600 3.214 -0.990
H 4.668 -0.088 0.412

Atomic partial charges in e from the Mulliken method, atoms 1 to 5:
1 Ir 1.23
2 F -0.17
3 F -0.22
4 F -0.17
5 F -0.18

Below is a 3-piece molecular cluster, C3H13N4 overall at a distorted geometry, with properties calculated with ωB97M-V/def2-TZVPD.

Values from the calculation:
* net charge: +1
* multiplicity: 3
* HOMO energy (spin up / spin down): -11.0 / -13.7 eV
* energy above the lowest of the compared OMol25 structures with the same formula, charge and spin: 203.20 kJ/mol

Geometry (Å):
N 0.453 -0.415 -0.791
N 0.976 0.857 -1.275
N 0.134 3.101 1.237
N -1.051 0.546 0.695
C 0.882 -1.661 -1.415
C -0.457 -0.393 0.121
C -0.971 -2.508 1.006
H -0.707 1.627 0.714
H 1.312 -2.241 -0.700
H 1.500 -1.498 -2.326
H 0.029 -2.179 -1.704
H 0.295 1.391 -1.810
H -0.596 3.498 1.880
H 0.451 3.755 0.505
H 0.960 2.828 1.626
H -1.049 -2.197 2.054
H 1.650 0.681 -2.032
H -1.819 -2.627 0.400
H -1.885 0.434 1.173
H -0.109 -2.997 0.641

Atomic partial charges in e from the Mulliken method, atoms 1 to 5:
1 N 0.17
2 N -0.67
3 N -0.85
4 N -0.27
5 C -1.00

Below is one molecule with the formula C5H10O2 at a distorted geometry, with properties calculated with ωB97M-V/def2-TZVPD.

Values from the calculation:
* net charge: 0
* SMILES string: CO[C@H]1CO[C@H]1C
* HOMO energy: -9.6 eV
* energy above the lowest of the compared OMol25 structures with the same formula, charge and spin: 301.97 kJ/mol

Geometry (Å):
O -0.166 -0.372 -0.993
O -0.614 0.154 1.951
C 0.020 0.703 -0.032
C -0.612 -0.036 -2.300
C 0.669 0.207 1.296
C 1.386 -1.116 1.225
C -1.268 0.672 0.785
H -1.265 0.849 -2.334
H 0.427 1.605 -0.501
H -1.922 1.522 1.011
H 0.262 0.132 -2.936
H 0.771 -1.828 0.673
H 2.331 -0.971 0.690
H -1.185 -0.872 -2.737
H 1.290 0.961 1.811
H 1.601 -1.502 2.227
H -1.724 -0.107 0.165

Atomic partial charges in e from the Mulliken method, atoms 1 to 5:
1 O -0.40
2 O -0.43
3 C 0.04
4 C -0.79
5 C 0.21

Below is a 13-piece molecular cluster, H26O13 overall at a distorted geometry, with properties calculated with ωB97M-V/def2-TZVPD.

Values from the calculation:
* net charge: -1
* multiplicity: 2
* HOMO energy (spin up / spin down): -0.2 / -6.8 eV
* energy above the lowest of the compared OMol25 structures with the same formula, charge and spin: 44.26 kJ/mol

Geometry (Å):
O -0.773 0.197 3.219
O -1.132 2.439 -0.607
O 2.045 -2.402 -0.744
O 1.613 -1.132 2.479
O -0.690 -0.011 0.553
O 0.731 2.572 -2.703
O 1.821 0.538 -0.862
O -2.286 -2.644 -0.745
O 0.548 2.671 1.772
O 0.177 -3.149 0.872
O -1.033 -1.423 -2.847
O -2.520 0.574 -2.602
O 2.960 1.505 2.138
H -1.388 -1.978 -2.153
H 2.136 1.958 1.959
H 1.994 -0.375 -1.089
H -2.989 0.547 -1.768
H 0.817 3.367 -2.175
H -0.155 -2.522 1.515
H -2.122 -1.897 -0.169
H 1.870 -3.090 -1.387
H 2.247 -0.486 2.790
H 0.126 2.320 0.988
H -3.238 -2.740 -0.748
H -0.825 -0.102 2.311
H 2.137 -1.770 1.996
H -0.545 -3.765 0.744
H -0.858 0.461 -0.262
H 2.686 0.911 -0.691
H 0.473 1.895 -2.077
H 0.483 1.965 2.416
H -1.941 2.567 -0.111
H 1.430 -2.577 -0.032
H 0.256 0.055 0.679
H -1.646 0.541 3.409
H -2.996 1.220 -3.123
H -1.346 2.726 -1.494
H 3.493 1.660 1.359
H -1.558 -0.624 -2.807

Atomic partial charges in e from the Mulliken method, atoms 1 to 5:
1 O -0.75
2 O 0.48
3 O -0.65
4 O -0.51
5 O 0.04

Below is a 15-piece molecular cluster, C26H17Cl56N3O3S overall at a distorted geometry, with properties calculated with ωB97M-V/def2-TZVPD.

Values from the calculation:
* net charge: 0
* HOMO energy: -9.8 eV

Geometry (Å):
Cl 2.993 -7.532 8.804
Cl -4.406 -1.458 3.826
Cl 3.515 8.943 -7.032
Cl 3.677 7.359 -4.606
Cl 1.968 -1.514 0.027
Cl -9.308 -3.651 -2.787
Cl 3.915 -0.894 -2.028
Cl -3.369 -5.129 -3.023
Cl -0.546 -4.840 2.860
Cl -9.445 -12.181 -2.026
Cl 8.394 5.169 -3.623
Cl 8.673 -0.076 -5.314
Cl -10.798 -5.337 -0.953
Cl -3.589 -7.966 -6.646
Cl 0.165 -8.164 8.634
Cl -1.260 -9.529 -5.901
Cl 6.220 2.296 -2.580
Cl -0.779 11.423 1.292
Cl 4.649 -0.687 0.773
Cl 6.245 -1.113 -4.110
Cl 7.796 2.263 4.537
Cl -3.097 0.420 5.614
Cl 9.676 5.649 -6.183
Cl 4.582 10.117 -4.602
Cl -2.995 -2.351 -2.269
Cl 6.962 2.612 -5.369
Cl 2.127 -10.301 8.729
Cl -9.258 -9.312 -2.431
Cl -9.750 -6.450 -3.420
Cl 8.413 -2.919 -4.792
Cl -5.559 -0.882 6.427
Cl 2.243 -4.592 2.094
Cl 1.305 -3.392 4.566
Cl -11.847 -10.622 -2.497
Cl 7.063 2.055 1.736
Cl -7.939 -5.717 -1.275
Cl -3.317 10.542 0.192
Cl -0.928 -6.992 -7.269
Cl 4.823 4.222 -4.243
Cl 7.369 -0.346 3.339
Cl 8.933 7.886 -4.490
Cl 6.878 6.323 -5.814
Cl -1.188 8.622 0.648
Cl 5.116 1.429 3.796
Cl 1.749 9.520 -4.803
Cl 1.900 -8.645 6.357
Cl 6.841 -1.679 -6.894
Cl 4.430 1.378 -4.671
Cl -1.845 -7.046 -4.516
Cl 1.498 -6.276 4.337
Cl -2.577 9.810 2.902
Cl -5.673 -3.408 -2.636
Cl -3.102 -2.414 6.236
Cl -9.949 -11.049 -4.651
Cl -4.085 -4.240 -0.354
Cl 4.225 -3.297 -0.431
S 0.141 5.604 6.062
O -2.052 3.284 1.376
O -0.757 -1.535 1.161
O -2.919 2.885 -1.224
N -0.064 3.016 4.666
N -2.219 6.346 3.326
N 1.593 5.086 2.059
C 7.543 -1.447 -5.278
C 3.381 8.985 -5.261
C 0.308 4.162 5.218
C -4.031 -3.781 -2.071
C -0.191 3.190 3.155
C -0.820 0.627 2.536
C -0.462 2.672 -1.016
C 5.609 2.627 -4.216
C 0.898 4.313 2.693
C 8.470 6.257 -5.028
C 1.796 -8.661 8.132
C -1.808 4.373 0.446
C -1.682 3.620 2.729
C -4.041 -1.083 5.526
C 3.689 -1.599 -0.412
C -1.998 5.188 3.041
C -0.166 -0.855 2.303
C -2.162 -1.848 1.412
C -1.906 -7.884 -6.083
C 6.836 1.350 3.352
C -1.965 10.099 1.259
C -1.728 3.692 -1.039
C 0.300 1.780 2.518
C -10.125 -10.791 -2.901
C 1.124 -4.774 3.463
C -9.449 -5.289 -2.109
H -2.411 3.036 3.421
H 1.157 1.412 3.215
H 0.950 -0.691 2.035
H -0.376 2.062 -1.997
H 0.788 1.962 1.495
H -1.488 0.803 1.605
H -1.567 4.504 -1.837
H -0.215 -1.459 3.272
H -3.017 2.683 -2.193
H -1.504 0.673 3.454
H 0.528 3.266 -0.879
H -0.798 4.905 0.588
H -2.846 -1.130 0.804
H -2.473 -1.748 2.513
H -2.706 5.103 0.395
H -2.340 -2.903 0.996
H -0.559 1.877 -0.177

Atomic partial charges in e from the Mulliken method, atoms 1 to 5:
1 Cl -0.10
2 Cl -0.07
3 Cl -0.10
4 Cl 0.00
5 Cl 0.03